P.
Entry from the OMol25 dataset: C6H12O in the gas phase (wB97M-V/def2-TZVPD).

Geometry (Å):
O1 -0.824 -1.661 0.577
C1 0.238 -2.151 -0.216
C2 0.690 -1.211 -1.271
C3 1.003 0.214 -0.852
C4 0.813 0.906 0.611
C5 -0.601 1.188 0.890
C6 -1.109 2.404 0.225
H1 1.175 -2.314 0.420
H2 -0.052 -3.128 -0.581
H3 0.136 -1.121 -2.206
H4 0.379 0.870 -1.466
H5 2.056 0.477 -0.981
H6 1.372 1.839 0.468
H7 1.401 0.230 1.270
H8 -0.925 1.080 1.921
H9 -0.861 -0.669 0.492
H10 -1.232 2.190 -0.858
H11 -2.132 2.715 0.437
H12 -0.413 3.260 0.333

## Properties
Highest occupied orbital energy   -6.538 eV
Frontier orbital gap   0.1658 hartree
Multiplicity   1

Partial atomic charges computed with the natural (NBO) method, in multiples of e: -0.6801, -0.1294, -0.1035, -0.4853, -0.4330, -0.2540, -0.6660, 0.1520, 0.1892, 0.1704, 0.2094, 0.2654, 0.2197, 0.2226, 0.2133, 0.4638, 0.2115, 0.2261, 0.2080


Q.
Entry from the OMol25 dataset: C6H12O in the gas phase (wB97M-V/def2-TZVPD).

Geometry (Å):
C1 -2.997 -0.072 0.744
C2 -1.835 -0.277 0.127
C3 -0.550 -0.538 0.872
C4 0.605 -0.998 -0.117
C5 1.025 0.049 -1.189
C6 1.568 1.292 -0.382
O1 2.608 0.965 0.481
H1 -3.036 -0.052 1.829
H2 -3.905 -0.016 0.155
H3 -1.870 -0.355 -0.954
H4 -0.650 -1.239 1.703
H5 -0.127 0.374 1.286
H6 0.100 -1.794 -0.672
H7 1.374 -1.460 0.517
H8 0.205 0.325 -1.845
H9 1.805 -0.336 -1.839
H10 0.794 1.751 0.236
H11 1.690 2.107 -1.132
H12 3.194 0.274 0.177

## Properties
Highest occupied orbital energy   -9.551 eV
Frontier orbital gap   0.3887 hartree
Multiplicity   1

Partial atomic charges computed with the natural (NBO) method, in multiples of e: -0.3916, -0.1856, -0.4531, -0.3945, -0.4326, -0.0579, -0.7190, 0.1909, 0.1983, 0.1920, 0.2193, 0.2136, 0.1946, 0.2123, 0.2129, 0.2041, 0.1709, 0.1534, 0.4719


It is P that is the least stable of them.


P.
Entry from the OMol25 dataset: 2 unconnected molecules or ions with the total composition C4H8N2 (wB97M-V/def2-TZVPD).

Geometry (Å):
H1 -0.740 0.636 -2.156
N1 0.169 0.494 -1.721
C1 0.300 -0.500 -0.989
C2 0.060 -1.966 -1.081
H2 0.840 -0.252 0.139
H3 0.038 -2.417 -0.092
H4 -0.890 -2.148 -1.585
H5 0.865 -2.420 -1.661
C3 0.211 1.756 1.704
C4 -0.507 0.570 1.224
N2 -1.506 0.093 0.812
H6 0.888 2.065 0.902
H7 0.748 1.507 2.620
H8 -0.477 2.582 1.884

## Properties
Highest occupied orbital energy   -8.702 eV
Frontier orbital gap   0.3479 hartree
Multiplicity   1

Partial atomic charges computed with the natural (NBO) method, in multiples of e: 0.3696, -0.7213, 0.2827, -0.7069, 0.0890, 0.2314, 0.2258, 0.2427, -0.7137, 0.2714, -0.3327, 0.2620, 0.2441, 0.2560


Q.
Entry from the OMol25 dataset: C4H8N2 in the gas phase (wB97M-V/def2-TZVPD).

Geometry (Å):
H1 -2.230 1.705 0.592
N1 -1.308 1.749 1.057
C1 -0.580 0.872 0.446
C2 -0.929 -0.154 -0.551
C3 0.415 -0.842 -0.933
C4 1.310 -0.567 0.284
N2 0.757 0.700 0.768
H2 -1.660 -0.807 -0.050
H3 -1.495 0.265 -1.363
H4 0.767 -0.378 -1.854
H5 0.345 -1.887 -1.133
H6 2.344 -0.457 0.015
H7 1.197 -1.313 1.056
H8 1.066 1.114 1.664

## Properties
Highest occupied orbital energy   -8.709 eV
Frontier orbital gap   0.3576 hartree
Multiplicity   1

Partial atomic charges computed with the natural (NBO) method, in multiples of e: 0.3253, -0.7208, 0.4416, -0.4914, -0.4017, -0.2106, -0.6097, 0.2293, 0.2313, 0.2112, 0.2154, 0.2006, 0.1772, 0.4024


It is P that is the least stable of them.


P.
Entry from the OMol25 dataset: C4H8N2 in the gas phase (wB97M-V/def2-TZVPD).

Geometry (Å):
C1 -1.731 0.675 0.043
N1 -1.015 0.953 1.280
C2 -0.297 1.051 0.024
C3 0.537 -0.068 -0.538
C4 1.790 -0.717 -0.068
N2 0.488 -1.321 0.193
H1 -2.511 1.360 -0.273
H2 -1.923 -0.373 -0.185
H3 -0.791 0.081 1.752
H4 -0.006 2.065 -0.240
H5 0.409 -0.116 -1.621
H6 2.354 -0.389 0.801
H7 2.396 -1.164 -0.857
H8 0.293 -2.109 -0.413

## Properties
Highest occupied orbital energy   -9.283 eV
Frontier orbital gap   0.3805 hartree
Multiplicity   1

Partial atomic charges computed with the natural (NBO) method, in multiples of e: -0.2530, -0.5771, -0.1052, -0.0941, -0.2534, -0.6107, 0.1948, 0.1873, 0.3679, 0.2036, 0.1908, 0.2023, 0.1901, 0.3567


Q.
Entry from the OMol25 dataset: 2 unconnected molecules or ions with the total composition C4H8N2 (wB97M-V/def2-TZVPD).

Geometry (Å):
C1 1.497 -0.225 0.411
N1 0.005 -0.286 0.373
C2 -0.514 0.654 -0.627
C3 -1.592 -1.509 0.214
C4 -0.185 2.070 -0.408
N2 0.013 3.197 -0.236
H1 1.926 -0.546 -0.542
H2 1.902 -0.848 1.212
H3 1.829 0.810 0.591
H4 -0.326 0.001 1.290
H5 -0.145 0.335 -1.607
H6 -1.599 0.520 -0.597
H7 -1.458 -1.858 -0.837
H8 -1.281 -2.388 0.812

## Properties
Highest occupied orbital energy   -8.386 eV
Frontier orbital gap   0.3318 hartree
Multiplicity   1

Partial atomic charges computed with the natural (NBO) method, in multiples of e: -0.4259, -0.4863, -0.3507, -0.4924, 0.2497, -0.3035, 0.2077, 0.2193, 0.2064, 0.4034, 0.2379, 0.2975, 0.1142, 0.1228


R.
Entry from the OMol25 dataset: a molecular structure, C4H8N2 (wB97M-V/def2-TZVPD).

Geometry (Å):
C1 0.648 1.090 0.286
C2 -0.833 -0.995 -0.331
C3 0.228 0.643 -1.020
C4 -0.132 0.079 1.184
N1 0.311 0.820 -2.218
N2 0.471 -0.750 2.004
H1 -0.128 0.169 -2.870
H2 1.479 -0.608 2.024
H3 1.726 0.940 0.372
H4 0.398 2.134 0.489
H5 -1.099 0.507 1.460
H6 -1.485 -1.488 0.389
H7 -0.050 -1.702 -0.613
H8 -1.535 -0.840 -1.156

## Properties
Highest occupied orbital energy (spin up / spin down)   -8.029 / -8.030 eV
Frontier orbital gap (spin up / spin down)   0.3051 / 0.3052 hartree
Multiplicity   1

Partial atomic charges computed with the natural (NBO) method, in multiples of e: -0.5979, -0.8178, 0.5492, 0.1286, -0.6106, -0.7191, 0.3943, 0.3248, 0.2515, 0.2519, 0.1878, 0.2502, 0.2154, 0.1916


S.
Entry from the OMol25 dataset: a molecular structure, C4H8N2 (wB97M-V/def2-TZVPD).

Geometry (Å):
C1 -0.896 1.433 0.018
C2 2.129 -0.594 0.265
C3 -1.668 -0.493 -0.203
C4 0.896 0.077 -0.275
N1 0.249 0.962 0.500
N2 -2.617 -1.182 0.036
H1 -3.480 -1.102 0.550
H2 -1.005 1.659 -1.048
H3 -1.516 2.016 0.695
H4 -0.349 -0.745 -0.375
H5 0.910 0.250 -1.364
H6 2.334 -1.521 -0.273
H7 3.005 0.052 0.148
H8 2.005 -0.813 1.326

## Properties
Highest occupied orbital energy   -8.886 eV
Frontier orbital gap   0.3625 hartree
Multiplicity   1

Partial atomic charges computed with the natural (NBO) method, in multiples of e: -0.2275, -0.6359, 0.3254, -0.1056, -0.4361, -0.6814, 0.4239, 0.1661, 0.1940, 0.1583, 0.1690, 0.2113, 0.2165, 0.2222


It is R that is the least stable of them.


P.
Entry from the OMol25 dataset: C4H8N2 in the gas phase (wB97M-V/def2-TZVPD).

Geometry (Å):
C1 0.886 -1.165 -0.719
N1 0.375 0.060 -0.178
C2 0.690 0.415 1.163
C3 -0.984 0.301 -0.679
C4 -1.850 1.156 0.141
N2 -2.499 1.868 0.782
H1 1.977 -1.164 -0.649
H2 0.618 -1.248 -1.783
H3 0.478 -2.047 -0.197
H4 0.280 -0.300 1.888
H5 0.287 1.412 1.378
H6 1.779 0.466 1.244
H7 -1.544 -0.626 -0.927
H8 -0.492 0.871 -1.464

## Properties
Highest occupied orbital energy   -8.590 eV
Frontier orbital gap   0.3452 hartree
Multiplicity   1

Partial atomic charges computed with the natural (NBO) method, in multiples of e: -0.4060, -0.4420, -0.4079, -0.3720, 0.2695, -0.3112, 0.2072, 0.1994, 0.1646, 0.1646, 0.2150, 0.2040, 0.2288, 0.2860


Q.
Entry from the OMol25 dataset: a molecular structure, C4H8N2 (wB97M-V/def2-TZVPD).

Geometry (Å):
C1 0.423 0.086 -0.799
C2 1.267 0.854 0.218
C3 -1.233 0.891 -0.564
C4 -0.369 -1.628 0.534
N1 0.111 -1.220 -0.637
N2 -2.051 0.378 0.163
H1 0.701 0.317 -1.829
H2 -1.507 -0.729 0.557
H3 -1.211 1.834 -1.091
H4 2.288 0.466 0.200
H5 1.309 1.911 -0.047
H6 0.882 0.773 1.232
H7 0.034 -1.254 1.482
H8 -0.644 -2.678 0.581

## Properties
Highest occupied orbital energy   -9.354 eV
Frontier orbital gap   0.3603 hartree
Multiplicity   1

Partial atomic charges computed with the natural (NBO) method, in multiples of e: -0.0777, -0.6480, 0.0972, -0.3096, -0.3498, -0.4698, 0.1972, 0.3056, 0.2154, 0.2226, 0.2173, 0.2140, 0.1801, 0.2054


It is Q that is the least stable of them.


P.
Entry from the OMol25 dataset: C4H7NO in the gas phase (wB97M-V/def2-TZVPD).

Geometry (Å):
C1 0.079 1.501 -0.089
C2 0.553 0.236 -0.045
C3 2.020 0.034 -0.044
O1 2.846 0.887 -0.237
N1 -0.204 -0.878 0.261
C4 -1.640 -0.821 0.148
H1 -0.948 1.758 0.097
H2 0.780 2.317 -0.096
H3 2.310 -1.037 0.010
H4 0.260 -1.572 -0.385
H5 -1.982 -0.422 -0.816
H6 -2.030 -0.178 0.940
H7 -2.043 -1.826 0.257

## Properties
Highest occupied orbital energy   -8.813 eV
Frontier orbital gap   0.3362 hartree
Multiplicity   1

Partial atomic charges computed with the natural (NBO) method, in multiples of e: -0.4240, 0.0239, 0.4092, -0.4971, -0.5782, -0.4149, 0.1975, 0.2220, 0.0988, 0.3621, 0.1837, 0.2053, 0.2115


Q.
Entry from the OMol25 dataset: C4H7NO in the gas phase (wB97M-V/def2-TZVPD).

Geometry (Å):
C1 -1.789 0.411 -0.097
N1 -0.382 0.116 -0.067
C2 0.423 -1.103 -0.034
C3 1.670 -0.184 0.103
C4 0.668 0.977 0.052
O1 0.710 2.183 0.110
H1 -2.195 0.562 0.910
H2 -1.927 1.334 -0.666
H3 -2.340 -0.395 -0.587
H4 0.328 -1.710 -0.944
H5 0.253 -1.742 0.840
H6 2.164 -0.260 1.074
H7 2.418 -0.188 -0.693

## Properties
Highest occupied orbital energy   -9.352 eV
Frontier orbital gap   0.3758 hartree
Multiplicity   1

Partial atomic charges computed with the natural (NBO) method, in multiples of e: -0.4170, -0.4269, -0.1958, -0.5039, 0.6850, -0.6036, 0.1983, 0.2263, 0.2061, 0.1892, 0.1849, 0.2272, 0.2300


It is P that is the least stable of them.


P.
Entry from the OMol25 dataset: 6 unconnected molecules or ions with the total composition C6H24N12O6 (wB97M-V/def2-TZVPD).

Geometry (Å):
N1 6.138 1.516 -1.707
C1 4.799 1.124 -1.635
N2 4.537 -0.052 -2.238
O1 3.990 1.936 -1.186
H1 6.221 2.513 -1.807
H2 6.715 0.851 -2.182
H3 3.760 -0.687 -2.229
H4 5.369 -0.487 -2.588
N3 3.128 2.884 1.659
C2 2.337 3.970 1.584
N4 2.343 4.652 0.410
O2 1.571 4.408 2.455
H5 3.799 2.520 1.005
H6 3.187 2.486 2.582
H7 1.715 5.424 0.326
H8 3.036 4.316 -0.243
N5 0.593 0.845 0.229
C3 -0.288 0.492 -0.734
N6 -1.431 -0.076 -0.202
O3 -0.081 0.681 -1.924
H9 1.367 1.480 0.131
H10 0.355 0.696 1.194
H11 -2.101 -0.347 -0.902
H12 -1.427 -0.409 0.741
N7 0.652 -1.481 2.335
C4 -0.442 -2.191 2.753
N8 -1.103 -2.889 1.789
O4 -0.935 -2.070 3.869
H13 0.952 -1.704 1.403
H14 1.170 -0.975 3.028
H15 -0.881 -2.864 0.808
H16 -2.056 -3.149 1.976
N9 -3.997 -1.176 3.555
C5 -4.485 -1.084 2.281
N10 -5.563 -0.291 2.100
O5 -3.915 -1.614 1.322
H17 -3.065 -1.563 3.495
H18 -4.225 -0.604 4.344
H19 -6.133 0.109 2.820
H20 -5.642 0.022 1.147
N11 -3.465 -1.783 -4.543
C6 -2.230 -1.724 -3.982
N12 -1.755 -2.919 -3.527
O6 -1.535 -0.718 -3.884
H21 -3.920 -0.921 -4.779
H22 -3.929 -2.664 -4.646
H23 -2.345 -3.621 -3.121
H24 -0.781 -2.863 -3.284

## Properties
Highest occupied orbital energy   -8.921 eV
Frontier orbital gap   0.3386 hartree
Multiplicity   1

Partial atomic charges computed with the natural (NBO) method, in multiples of e: -0.8464, 0.7812, -0.8182, -0.6895, 0.4119, 0.3713, 0.4253, 0.3699, -0.8647, 0.7615, -0.8446, -0.6876, 0.4237, 0.3964, 0.4169, 0.3954, -0.8643, 0.7610, -0.8700, -0.6370, 0.4193, 0.3778, 0.4146, 0.3950, -0.8572, 0.7701, -0.8459, -0.6888, 0.3990, 0.4175, 0.3892, 0.4226, -0.8535, 0.7789, -0.8448, -0.7094, 0.4235, 0.3967, 0.3951, 0.4080, -0.8454, 0.7535, -0.8695, -0.6261, 0.4086, 0.3883, 0.3860, 0.4046


Q.
Entry from the OMol25 dataset: 6 unconnected molecules or ions with the total composition C6H24N12O6 (wB97M-V/def2-TZVPD).

Geometry (Å):
N1 -8.445 8.591 -5.616
C1 -8.761 7.951 -4.438
N2 -7.730 7.284 -3.854
O1 -9.885 8.014 -3.957
H1 -9.221 8.890 -6.173
H2 -7.522 8.422 -5.981
H3 -6.827 7.228 -4.297
H4 -7.853 6.778 -2.999
N3 -5.442 8.242 -7.070
C2 -4.902 8.916 -5.997
N4 -5.468 10.162 -5.840
O2 -4.168 8.386 -5.171
H5 -5.888 8.823 -7.760
H6 -5.424 7.233 -7.082
H7 -5.461 10.555 -4.915
H8 -6.339 10.224 -6.353
N5 -2.908 11.232 -1.233
C3 -2.719 10.373 -2.287
N6 -3.080 10.858 -3.511
O3 -2.169 9.294 -2.160
H9 -2.469 11.001 -0.362
H10 -3.233 12.172 -1.361
H11 -3.602 11.708 -3.624
H12 -3.044 10.246 -4.312
N7 -7.827 11.619 -9.954
C4 -8.023 11.394 -8.621
N8 -8.995 12.157 -8.028
O4 -7.349 10.586 -7.990
H13 -7.131 11.111 -10.463
H14 -8.462 12.233 -10.430
H15 -9.293 12.958 -8.551
H16 -9.169 11.960 -7.061
N9 -1.638 7.144 -4.008
C5 -0.902 6.148 -4.560
N10 0.442 6.198 -4.252
O5 -1.387 5.267 -5.264
H17 -2.632 7.177 -4.171
H18 -1.338 7.775 -3.282
H19 0.700 6.717 -3.433
H20 1.062 5.494 -4.601
N11 -8.201 4.059 -6.826
C6 -7.213 4.854 -7.331
N12 -6.950 4.663 -8.664
O6 -6.631 5.668 -6.629
H21 -8.616 3.304 -7.340
H22 -8.420 4.150 -5.851
H23 -7.703 4.253 -9.186
H24 -6.223 5.148 -9.153

## Properties
Highest occupied orbital energy   -8.480 eV
Frontier orbital gap   0.3191 hartree
Multiplicity   1

Partial atomic charges computed with the natural (NBO) method, in multiples of e: -0.8628, 0.7704, -0.8447, -0.6835, 0.4020, 0.4001, 0.4052, 0.4045, -0.8869, 0.7805, -0.8724, -0.6908, 0.4053, 0.4443, 0.3918, 0.4161, -0.8485, 0.7854, -0.8516, -0.6815, 0.4058, 0.3835, 0.3761, 0.4325, -0.8366, 0.7910, -0.8430, -0.7145, 0.4161, 0.3870, 0.3928, 0.4225, -0.8551, 0.7700, -0.8600, -0.6816, 0.4274, 0.4130, 0.3790, 0.3976, -0.8418, 0.7858, -0.8462, -0.6819, 0.3885, 0.4152, 0.3829, 0.4110


It is P that is the least stable of them.